(1)
Formula: C26H59F9N5O5P2S
Source: OMol25
Level of theory: the ωB97M-V functional and the def2-TZVPD basis

Structure (XYZ):
```
107
C26H59F9N5O5P2S the ωB97M-V functional and the def2-TZVPD basis
N 0.60229 -4.26634 0.38879
P 0.72422 -3.04909 -0.60782
P 0.04225 -0.93995 -0.06671
C 0.88755 -1.12520 1.60400
C 0.91678 0.06996 2.54556
O -0.28289 0.32933 3.25397
S -1.95388 -1.82014 0.77806
O -1.94272 -1.93340 2.23013
O -2.39073 -2.94058 -0.03145
C -3.37330 -0.56008 0.57922
F -3.40417 0.01230 -0.63690
F -3.21384 0.40530 1.49158
C -4.81893 -1.09196 0.81167
F -5.62106 -0.00605 0.80379
F -4.88825 -1.65444 2.01817
C -5.47520 -2.11326 -0.17439
F -6.78841 -2.12259 0.13789
F -4.99567 -3.32873 0.04477
C -5.38077 -1.83209 -1.69989
F -5.72209 -0.56751 -1.98303
F -6.24514 -2.64998 -2.33648
F -4.15295 -2.07093 -2.15415
O -0.58225 0.60717 0.26851
C -0.67130 1.37921 -0.89669
C -0.89315 0.40354 -2.09923
N 0.07645 0.53168 -3.18914
O -0.84252 -0.87531 -1.55570
H 1.50408 -4.61128 0.69836
H 0.17704 -3.25139 -1.89205
H 2.05387 -2.69436 -0.95236
H 1.23672 -0.43329 -0.69056
H 1.92193 -1.32867 1.28452
H 0.54608 -2.01108 2.14740
H 1.23720 0.96516 1.99491
H 1.68643 -0.13198 3.30641
H -1.00178 -0.18193 2.85280
H -1.49478 2.09471 -0.79219
H 0.25586 1.95637 -1.05922
H -1.89275 0.55027 -2.52409
H 0.29041 1.50730 -3.37020
H 0.93688 0.07069 -2.90923
C -4.48704 -4.78230 -9.59851
C -4.09679 -4.29666 -8.21064
N -5.18170 -3.62497 -7.51647
C -4.74775 -2.90148 -6.32889
C -4.17654 -3.70550 -5.15800
C -6.41045 -4.39010 -7.37969
C -6.33262 -5.75352 -6.67932
H -4.89971 -3.96324 -10.18992
H -3.60797 -5.17354 -10.11310
H -5.22648 -5.58336 -9.56109
H -3.28766 -3.56676 -8.30350
H -3.67660 -5.14364 -7.64475
H -5.59933 -2.31170 -5.97726
H -3.99329 -2.17958 -6.65597
H -4.94925 -4.24544 -4.61162
H -3.69262 -3.03041 -4.45235
H -3.42414 -4.42438 -5.48611
H -6.82715 -4.54103 -8.37888
H -7.12476 -3.75096 -6.85412
H -5.48500 -6.33952 -7.03900
H -7.23914 -6.32631 -6.88630
H -6.23843 -5.66095 -5.59882
C 1.86960 3.59668 1.72441
C 1.10271 3.70567 3.03125
N 1.96362 3.96167 4.17542
C 1.30243 3.74842 5.45132
C 0.13408 4.67067 5.82063
C 2.80496 5.13808 4.07271
C 2.12693 6.49523 3.83205
H 2.65589 2.84375 1.80759
H 1.18915 3.29108 0.92801
H 2.32830 4.54180 1.42515
H 0.58943 2.75822 3.21625
H 0.30941 4.46165 2.91193
H 2.06654 3.80749 6.23321
H 0.93980 2.71688 5.44890
H 0.46714 5.67271 6.09311
H -0.40012 4.25515 6.67732
H -0.58055 4.75835 5.00145
H 3.52154 4.96962 3.26376
H 3.40486 5.19057 4.98659
H 1.36123 6.42463 3.05810
H 2.86780 7.22418 3.49599
H 1.65842 6.89167 4.73232
C 6.66079 3.91256 2.81170
C 5.80374 2.65613 2.85977
N 6.53963 1.44121 2.55404
C 5.66358 0.29819 2.34062
C 4.83052 -0.19628 3.52798
C 7.72291 1.20134 3.36154
C 7.55535 1.15296 4.88703
H 7.16718 3.99731 1.84849
H 6.02789 4.79075 2.94933
H 7.41654 3.92938 3.59866
H 5.01255 2.74694 2.11083
H 5.29165 2.61434 3.83394
H 6.27576 -0.52459 1.95954
H 4.98185 0.57145 1.52954
H 5.43508 -0.73815 4.25530
H 4.05728 -0.88074 3.17364
H 4.32493 0.62422 4.03896
H 8.45477 1.97759 3.12392
H 8.16202 0.26292 3.01197
H 6.93149 1.97357 5.24535
H 8.53142 1.24751 5.36785
H 7.10685 0.22118 5.22779
```

## Properties
charge = -1
energy = -3655.71053 Eh

Here are the Löwdin charges for atoms 1 to 6, given in e:
1. N -0.348
2. P 0.608
3. P 0.461
4. C -0.319
5. C -0.313
6. O -0.078



(2)
Formula: C26H59N2O14P
Source: OMol25
Level of theory: the ωB97M-V functional and the def2-TZVPD basis

Structure (XYZ):
```
102
C26H59N2O14P the ωB97M-V functional and the def2-TZVPD basis
C 1.36012 -3.49534 0.98122
C 2.13251 -2.21984 0.22317
O 1.29941 -1.03845 0.49087
P 1.56424 0.24342 -0.65568
O 1.94301 -0.24312 -2.12226
C -0.15697 1.13626 -0.84832
C -1.13482 0.39626 -1.93601
C -2.49830 -0.26613 -1.31222
C -2.54784 -1.68576 -0.45072
C -4.01248 -2.22394 0.05216
C -5.49411 -1.55962 -0.18831
C -5.41002 -0.14416 -1.01099
C -3.96719 0.49037 -1.57114
N -4.06452 1.82029 -2.34671
C -4.09136 2.76597 -1.31519
C -5.44760 3.21678 -0.50066
C -2.67265 3.47917 -0.80955
C -6.75783 -2.41344 0.42421
O -8.07389 -2.16127 0.45806
N -6.01858 -3.67167 0.92640
C -4.48040 -3.55867 0.88371
O -3.68169 -4.46103 1.46632
O 2.77272 1.41265 -0.19059
C 2.60106 1.87330 1.19568
C 1.63102 3.22680 1.30039
H 0.40391 -3.06680 1.55347
H 2.06551 -4.08352 1.70918
H 0.90732 -4.19544 0.12820
H 3.20397 -2.17821 0.72810
H 2.21079 -2.53276 -0.90153
H 0.07202 2.25360 -1.12628
H -0.65674 1.09777 0.22698
H -0.61829 -0.42682 -2.59129
H -1.49670 1.23998 -2.69924
H -1.57113 -2.30676 -0.21426
H -6.38822 0.45528 -1.26746
H -5.55403 4.39204 -0.37268
H -6.37455 2.73769 -1.06687
H -5.41954 2.67486 0.55826
H -2.89627 4.55307 -0.40016
H -1.86772 3.51591 -1.65836
H -2.25879 2.82046 0.09145
H -6.37559 -4.55867 0.46449
H 3.67637 2.24860 1.55360
H 2.29571 1.02788 1.94717
H 0.63699 2.88001 1.84138
H 1.38543 3.69476 0.24505
H 2.15303 4.08504 1.94529
C 4.31234 6.14139 1.54783
O 3.91576 5.60868 2.79822
H 3.67463 5.72349 0.76530
H 4.20242 7.22851 1.56247
H 5.35264 5.87219 1.34946
H 4.49887 5.99734 3.47225
C -3.82069 -6.76880 -2.07409
O -3.52538 -5.46852 -1.59810
H -3.73304 -6.77687 -3.16309
H -3.11192 -7.48336 -1.64842
H -4.84102 -7.03851 -1.79087
H -3.61127 -5.49234 -0.62988
C -4.28757 5.69773 -4.00312
O -3.45646 6.17813 -2.96245
H -4.59747 4.67686 -3.76765
H -5.17180 6.33421 -4.08776
H -3.73248 5.69972 -4.94434
H -3.19756 7.08496 -3.19913
C -10.28757 -5.21136 1.01506
O -9.45646 -4.73096 2.05573
H -10.59747 -6.23223 1.25053
H -11.17180 -4.57488 0.93042
H -9.73248 -5.20937 0.07384
H -9.19756 -3.82413 1.81905
C 5.56898 -2.88673 3.12892
O 5.63309 -1.97953 2.04385
H 4.57620 -2.82967 3.58149
H 5.74391 -3.90269 2.76650
H 6.32245 -2.61923 3.87374
H 6.52458 -2.05255 1.66267
C 7.29132 3.89967 -0.47527
O 6.10369 4.66692 -0.54867
H 8.12620 4.56000 -0.22911
H 7.18817 3.14044 0.30387
H 7.47876 3.42336 -1.44069
H 5.38107 4.05459 -0.76833
C 3.69729 4.25802 -3.20528
O 3.04393 4.90643 -2.12955
H 3.26962 3.26059 -3.33136
H 3.55023 4.83369 -4.12240
H 4.76389 4.16953 -2.98491
H 3.44425 5.78816 -2.04185
C 7.01452 -2.93147 -1.24494
O 7.84563 -2.45107 -0.20427
H 6.70462 -3.95234 -1.00947
H 6.13029 -2.29499 -1.32957
H 7.56961 -2.92948 -2.18616
H 8.10453 -1.54424 -0.44094
C 3.14728 -5.13607 5.52549
O 2.99239 -4.51993 4.26022
H 3.74301 -6.04432 5.40778
H 3.66110 -4.45145 6.20476
H 2.16522 -5.39668 5.92757
H 2.46022 -3.71765 4.39635
```

## Properties
charge = 0
energy = -2529.57843 Eh
SMILES = CCOP(=O)(CCc1cc2c(cc1N=C(C)C)C(=O)NC2=O)OCC.CO.CO.CO.CO.CO.CO.CO.CO.CO

Here are the Löwdin charges for atoms 1 to 6, given in e:
1. C -0.090
2. C -0.262
3. O -0.311
4. P 0.779
5. O -0.385
6. C -0.230



(3)
Formula: C26H59N4O13
Source: OMol25
Level of theory: the ωB97M-V functional and the def2-TZVPD basis

Structure (XYZ):
```
102
C26H59N4O13 the ωB97M-V functional and the def2-TZVPD basis
O 0.53443 -1.98492 1.57081
C 1.20260 -0.73388 1.49102
C 1.86317 -0.51260 0.14427
O 0.93858 0.05134 -0.77402
C 0.18263 -0.88255 -1.46772
O -1.14774 -0.91564 -1.02791
C -2.09477 -0.49760 -1.94742
N -3.24028 0.08979 -1.27117
C -3.46724 1.53346 -1.18015
C -3.38540 2.10897 0.21978
O -2.31407 1.55862 0.93965
C -4.13067 -0.72084 -0.75088
N -4.09439 -2.06170 -0.79333
C -5.12423 -2.46840 -0.21185
N -5.86459 -1.48919 0.25940
N -5.21426 -0.35243 -0.10247
H 0.93991 -2.59112 0.95309
H 0.45044 0.02664 1.61164
H 1.96978 -0.66466 2.25422
H 2.35018 -1.40821 -0.22933
H 2.64252 0.21941 0.29439
H 0.62442 -1.86312 -1.35903
H 0.25492 -0.62025 -2.51616
H -2.46544 -1.35835 -2.48239
H -1.72835 0.23513 -2.64758
H -4.45016 1.74925 -1.58100
H -2.73639 2.02169 -1.79733
H -3.25269 3.17684 0.11543
H -4.31040 1.98266 0.77921
H -2.19661 2.16138 1.67663
H -5.41901 -3.48200 -0.08527
H -6.72199 -1.48954 0.77910
H -5.59069 0.53903 0.16351
C 7.56781 2.43791 2.98906
O 7.78470 1.51626 1.94408
C 6.92809 0.39157 1.97343
C 6.41349 0.03557 0.59554
O 5.47162 0.94761 0.05011
C 5.92315 2.24184 -0.33206
C 6.86582 2.27471 -1.51512
O 8.15315 1.79387 -1.17662
C 8.75372 0.99679 -2.17387
H 8.01451 2.08283 3.92390
H 8.04353 3.37571 2.70544
H 6.49825 2.62555 3.14022
H 6.07472 0.56497 2.63940
H 7.49882 -0.46267 2.36106
H 5.86805 -0.90770 0.69244
H 7.23253 -0.15082 -0.10004
H 6.33433 2.78349 0.51544
H 5.01663 2.77312 -0.63221
H 6.97016 3.31744 -1.84391
H 6.43320 1.68989 -2.33589
H 8.04403 0.27532 -2.59364
H 9.56897 0.44510 -1.70837
H 9.16226 1.61787 -2.97833
C 0.14770 9.83988 2.94793
O 0.41326 8.83424 1.99185
C 1.60933 9.03382 1.25959
C 2.39066 7.75003 1.08701
O 3.00671 7.25061 2.26251
C 2.19925 6.71250 3.29443
C 1.49551 5.40781 2.97595
O 0.41965 5.60398 2.06984
C 0.23247 4.57991 1.11974
H -0.25595 10.73781 2.46909
H -0.59570 9.44827 3.64090
H 1.04639 10.09926 3.51657
H 2.24858 9.77749 1.74603
H 1.33992 9.41000 0.26396
H 3.22066 7.97357 0.41106
H 1.78817 6.98128 0.59731
H 1.49340 7.45718 3.66556
H 2.89552 6.50317 4.11055
H 1.08181 5.00972 3.91160
H 2.21872 4.68631 2.57570
H 1.17554 4.23400 0.68215
H -0.38817 4.98427 0.31942
H -0.29630 3.73360 1.57960
C -6.16011 -11.14311 -1.51662
O -5.30721 -10.06547 -1.84501
C -5.20444 -9.81026 -3.23469
C -5.23980 -8.33002 -3.54246
O -6.49977 -7.70057 -3.35568
C -6.99871 -7.52386 -2.04340
C -6.23944 -6.52913 -1.19101
O -4.98526 -7.03209 -0.76973
C -3.94639 -6.08466 -0.79260
H -5.66202 -12.10222 -1.68941
H -6.40312 -11.06078 -0.45821
H -7.09254 -11.10486 -2.08920
H -6.00731 -10.30958 -3.78655
H -4.24487 -10.21176 -3.58496
H -5.03048 -8.22169 -4.60902
H -4.44799 -7.79609 -3.01420
H -7.11039 -8.47816 -1.52679
H -8.00447 -7.11883 -2.18188
H -6.83640 -6.31866 -0.29095
H -6.11595 -5.59787 -1.76099
H -3.96358 -5.48715 -1.71199
H -3.00133 -6.62238 -0.75323
H -4.01133 -5.42298 0.08300
```

## Properties
energy above the lowest of the compared OMol25 structures with the same formula, charge and spin = 0.0 kcal per mole
charge = +1

Here are the Löwdin charges for atoms 1 to 6, given in e:
1. O -0.055
2. C -0.214
3. C -0.177
4. O -0.072
5. C -0.240
6. O -0.030



(4)
Formula: C26H60BrN2O11PS7
Source: OMol25
Level of theory: the ωB97M-V functional and the def2-TZVPD basis

Structure (XYZ):
```
108
C26H60BrN2O11PS7 the ωB97M-V functional and the def2-TZVPD basis
C 7.06069 -5.34818 0.81623
C 6.60346 -4.41469 -0.32278
O 5.69007 -3.38777 0.10197
P 4.22686 -3.93574 0.56329
O 3.99680 -5.31000 0.04832
C 2.88804 -2.88527 -0.15844
C 1.59915 -3.00547 0.70544
C 0.90147 -4.38375 0.58880
C 1.22409 -5.30086 1.73820
N 1.59619 -5.76001 2.71709
C -0.66485 -4.28011 0.56774
C -1.07078 -3.69848 -0.75933
N -1.54121 -3.41792 -1.76354
C -1.22971 -3.39700 1.71602
C -2.13886 -4.10416 2.73126
O -2.31180 -3.62790 3.79731
Br -3.07569 -5.75486 2.29781
O 4.07003 -3.96952 2.17789
C 4.72262 -2.91100 2.93376
C 4.62371 -1.49968 2.34377
H 8.04001 -5.79499 0.59326
H 7.09771 -4.76417 1.74597
H 6.35813 -6.18789 0.90947
H 7.49623 -3.87915 -0.68528
H 6.22760 -4.97665 -1.18736
H 2.69729 -3.29389 -1.15775
H 3.21640 -1.83781 -0.22012
H 1.83420 -2.77433 1.75333
H 0.91196 -2.21847 0.35818
H 1.20329 -4.85699 -0.35406
H -1.03332 -5.31341 0.63358
H -0.45893 -2.89052 2.30904
H -1.84273 -2.60015 1.26847
H 5.75627 -3.21567 3.14918
H 4.20974 -2.88530 3.90676
H 5.37881 -1.27923 1.57591
H 3.61985 -1.24849 1.97309
H 4.81368 -0.80056 3.18146
C -3.46615 -7.18612 -3.27926
S -3.71558 -6.45199 -1.65689
O -2.37360 -6.32466 -1.02409
C -4.50885 -7.89085 -0.92251
H -2.93972 -6.46273 -3.89904
H -2.86827 -8.09305 -3.18463
H -4.43422 -7.41278 -3.72635
H -3.84136 -8.75082 -0.98407
H -5.44275 -8.09553 -1.44642
H -4.71958 -7.66462 0.12108
C -3.89679 0.57150 -4.89213
S -3.99601 -1.21074 -5.11471
O -5.43741 -1.58454 -5.05267
C -3.26505 -1.63731 -3.52809
H -4.34175 1.05035 -5.76259
H -4.44195 0.86628 -3.99682
H -2.85080 0.86859 -4.81012
H -3.85629 -1.19944 -2.72254
H -2.24008 -1.27100 -3.48965
H -3.26216 -2.71759 -3.43223
C -2.26810 5.36740 -2.89768
S -2.36478 3.58840 -3.11825
O -3.80615 3.21382 -3.05539
C -1.63422 3.15804 -1.53070
H -2.71972 5.84057 -3.76617
H -2.81853 5.65996 -2.00471
H -1.22253 5.66941 -2.81879
H -2.22562 3.59347 -0.72492
H -0.60922 3.52751 -1.49267
H -1.63387 2.07293 -1.44012
C 7.51148 1.58893 4.00194
S 7.31622 -0.15546 4.38207
O 5.96160 -0.32682 4.98085
C 8.49930 -0.17347 5.73686
H 6.82673 1.83971 3.19266
H 7.27720 2.18821 4.87753
H 8.53660 1.77715 3.68089
H 8.19430 0.54563 6.49773
H 9.48940 0.07448 5.35317
H 8.51371 -1.17556 6.16194
C -6.09359 6.02956 -5.07079
S -6.31544 6.82733 -3.47501
O -4.95662 7.00632 -2.88561
C -7.05326 5.40361 -2.66740
H -5.59768 6.73465 -5.73621
H -5.47644 5.13744 -4.95124
H -7.07012 5.76648 -5.47820
H -6.36243 4.55956 -2.71467
H -7.99458 5.16267 -3.16042
H -7.24205 5.66692 -1.62790
C 9.54748 6.14654 5.90863
S 9.59044 4.36022 5.70671
O 8.20292 3.86305 5.91807
C 10.51003 4.02206 7.21553
H 8.97563 6.56623 5.08333
H 9.06579 6.39751 6.85373
H 10.56452 6.53830 5.88378
H 9.96456 4.41432 8.07397
H 11.49639 4.48157 7.14902
H 10.61732 2.94318 7.31185
C -11.94125 5.50462 -2.51846
S -11.40011 6.08058 -4.13454
O -9.91631 6.18820 -4.08543
C -12.05446 7.74795 -3.96852
H -11.59525 4.48049 -2.39166
H -11.51191 6.13593 -1.74005
H -13.03007 5.52951 -2.47110
H -11.61699 8.22956 -3.09372
H -13.13976 7.70287 -3.87571
H -11.78867 8.30552 -4.86447
```

## Properties
charge = 0
energy = -7666.33062 Eh

Here are the Löwdin charges for atoms 1 to 6, given in e:
1. C -0.073
2. C -0.275
3. O -0.223
4. P 0.548
5. O -0.275
6. C -0.185



What is the formula in the third record?
C26H59N4O13